No. 1
Molecular formula: C38H51B2NO2Si
Method: DFT, wB97M-V/def2-TZVPD

Structure (XYZ):
```
95
Properties=species:S:1:pos:R:3:forces:R:3
C -2.0397 0.3367 -2.6611 -0.31 -0.02 0.23
C -1.8101 0.5769 -1.0341 -0.18 -0.35 -0.86
C -0.4867 1.5267 -0.8226 -0.45 0.71 0.57
C 0.5768 0.9864 0.3022 -0.89 -0.23 0.85
C 1.0294 -0.5937 0.1051 -0.58 0.20 -0.30
Si 2.8962 -0.7530 -0.4854 -2.48 1.63 -0.07
C 3.2319 0.7935 -1.5804 0.64 1.49 -2.09
C 4.1585 0.5257 -2.9055 3.34 0.08 -3.04
C 5.7575 1.0136 -2.8503 -0.70 -1.31 -3.12
C 6.8012 0.8519 -4.1293 -3.51 -1.35 -0.82
C 6.2977 0.1993 -5.5472 -3.58 0.20 3.69
C 4.7151 -0.3117 -5.6132 0.28 1.41 2.60
C 4.0399 -0.9870 -6.9788 0.70 0.16 0.97
C 3.6714 -0.1445 -4.3227 3.50 1.39 0.81
B 3.0279 -2.4502 -1.3932 -0.88 -3.99 -1.27
C 4.2076 -2.9230 -2.4365 -0.22 -0.92 -0.03
O 1.9589 -3.4638 -1.0888 3.36 0.29 -0.95
B 3.9431 -0.8273 1.1515 2.15 -0.13 3.03
N 5.1358 0.0690 1.4715 -0.97 -2.98 -0.78
O 3.4855 -1.8436 2.1639 2.04 0.29 -1.97
H -1.2797 -0.4617 -3.1128 -1.48 1.90 1.01
H -1.9336 1.3903 -3.2043 -0.15 -2.36 1.03
H -3.1269 -0.0765 -2.8696 2.20 0.86 0.44
H -1.7019 -0.4656 -0.4899 -0.15 2.16 -1.10
H -2.7991 1.0798 -0.6292 2.18 -0.87 -0.69
H 0.0249 1.7337 -1.8665 -0.95 -0.57 2.08
H -0.8950 2.5784 -0.4333 1.04 -2.14 -0.93
H 0.0242 1.0440 1.3562 1.12 0.01 -2.23
H 1.4884 1.7309 0.3869 -1.74 -1.54 -0.30
H 0.3999 -1.1070 -0.7589 1.07 1.06 1.94
H 0.9057 -1.2180 1.0940 0.07 1.23 -1.99
H 3.7610 1.6048 -0.9210 -0.88 -1.40 -1.37
H 2.2208 1.2846 -1.9666 2.05 -1.14 0.87
H 6.2067 1.5332 -1.8778 -1.22 -1.26 -2.29
H 7.9412 1.1986 -4.0724 -2.90 -0.77 0.08
H 6.9472 0.0737 -6.5131 -1.26 0.34 2.25
H 4.7827 -1.8458 -7.3245 -1.71 1.88 0.51
H 2.9979 -1.4693 -6.6764 2.30 1.10 -0.72
H 3.8865 -0.1726 -7.8376 0.41 -1.88 1.97
H 2.5383 -0.5042 -4.3869 2.76 0.81 -0.07
H 4.4517 -4.0598 -2.1657 -0.16 2.30 -0.63
H 3.7029 -2.9688 -3.5153 1.32 0.30 2.13
H 5.1727 -2.2445 -2.4113 -1.99 -1.52 -0.35
H 2.2961 -4.3924 -1.3509 -0.87 2.24 0.36
H 5.6839 0.2605 0.6019 -0.58 0.09 1.24
H 5.7337 -0.3704 2.2164 -0.67 0.91 -0.97
H 4.0501 -2.6776 2.0805 -1.13 1.75 0.28
C 0.5302 1.6193 4.4217 -0.16 0.04 0.09
C 0.2061 2.9731 4.5039 -0.09 -0.10 0.08
C -0.8787 3.3856 5.2770 0.03 -0.18 0.00
C -1.6430 2.4430 5.9652 0.15 -0.04 -0.13
C -1.3246 1.0881 5.8755 0.08 0.12 -0.08
C -0.2374 0.6760 5.1054 -0.01 0.16 -0.01
H 1.3797 1.2988 3.8246 -0.10 0.03 0.07
H 0.8001 3.7076 3.9657 -0.08 -0.11 0.08
H -1.1290 4.4412 5.3436 0.04 -0.15 -0.01
H -2.4867 2.7642 6.5696 0.11 -0.04 -0.08
H -1.9237 0.3528 6.4069 0.11 0.10 -0.07
H 0.0120 -0.3796 5.0375 -0.03 0.15 0.04
C -2.4418 -2.4590 4.8989 0.08 -0.17 0.04
C -1.3532 -2.7334 4.0716 -0.06 -0.12 0.07
C -0.7227 -3.9756 4.1364 -0.12 0.00 0.11
C -1.1784 -4.9430 5.0324 -0.08 0.20 -0.02
C -2.2612 -4.6652 5.8663 0.04 0.09 -0.10
C -2.8941 -3.4244 5.7989 0.13 -0.03 -0.12
H -2.9370 -1.4934 4.8435 0.07 -0.11 0.01
H -0.9963 -1.9788 3.3752 -0.06 -0.11 0.07
H 0.1235 -4.1903 3.4891 -0.12 0.05 0.08
H -0.6891 -5.9117 5.0813 -0.06 0.13 0.00
H -2.6128 -5.4168 6.5689 0.05 0.12 -0.11
H -3.7394 -3.2089 6.4472 0.11 -0.03 -0.09
C -0.9301 4.1649 -5.1352 -0.08 0.13 0.11
C -0.2942 4.3173 -3.9034 -0.14 0.06 -0.02
C -0.7964 5.2185 -2.9651 -0.10 -0.01 -0.15
C -1.9332 5.9714 -3.2604 0.09 -0.13 -0.13
C -2.5637 5.8259 -4.4958 0.12 -0.09 0.03
C -2.0637 4.9219 -5.4327 0.09 0.00 0.17
H -0.5424 3.4578 -5.8634 -0.04 0.10 0.10
H 0.5931 3.7325 -3.6741 -0.12 0.08 -0.03
H -0.3025 5.3344 -2.0040 -0.07 -0.02 -0.14
H -2.3262 6.6717 -2.5287 0.06 -0.09 -0.10
H -3.4461 6.4168 -4.7285 0.14 -0.10 0.04
H -2.5565 4.8069 -6.3945 0.07 0.02 0.14
C -5.8401 -2.9915 2.7609 -0.11 0.10 -0.10
C -5.2025 -1.8443 2.2894 -0.15 0.00 -0.03
C -5.9063 -0.9229 1.5146 -0.11 -0.15 0.05
C -7.2478 -1.1508 1.2071 0.12 -0.13 0.10
C -7.8829 -2.3026 1.6707 0.14 0.03 0.04
C -7.1802 -3.2223 2.4488 0.11 0.17 -0.06
H -5.2933 -3.7059 3.3702 -0.04 0.10 -0.08
H -4.1564 -1.6678 2.5268 -0.15 -0.05 -0.03
H -5.4099 -0.0272 1.1502 -0.06 -0.13 0.05
H -7.7971 -0.4319 0.6056 0.07 -0.10 0.07
H -8.9268 -2.4834 1.4262 0.16 0.03 0.04
H -7.6759 -4.1187 2.8120 0.07 0.13 -0.05
```
Forces are in eV/Å.

Summary:
**Total charge**: 0
**E_LUMO**: 0.14 eV
**HOMO-LUMO gap**: 0.3068 Eh
**Structure (SMILES)**: CCCCC[Si@](Cc1cccc(C)c1)(B(C)O)B(N)O.c1ccccc1.c1ccccc1.c1ccccc1.c1ccccc1

Atom charges from the Mulliken analysis, given in e for atoms 1 to 6: C -0.820; C -0.344; C -0.113; C -0.388; C -0.045; Si -0.936

---

No. 2
Molecular formula: C38H51BrN6OSi2
Method: DFT, wB97M-V/def2-TZVPD

Structure (XYZ):
```
99
Properties=species:S:1:pos:R:3:forces:R:3
C -3.4802 1.7418 -1.5852 0.35 -0.23 0.21
C -2.1453 1.9907 -0.8302 -0.41 0.06 -0.34
C -1.3809 0.6577 -0.4979 -0.16 1.03 0.73
C -1.0696 0.6239 1.0347 0.03 -0.85 0.22
C -2.2772 0.0021 1.8690 1.00 0.28 -0.99
Si 0.5067 -0.3582 1.4735 0.50 1.30 -1.10
C 1.9202 0.8875 1.8354 0.42 -0.67 -0.82
C 2.9681 0.3641 2.8616 -0.79 -0.04 -0.32
C 2.5346 0.4138 4.3614 1.38 0.04 -0.21
Br 0.9389 1.4921 4.7507 0.35 -0.46 0.04
O 0.9884 -1.4516 0.2160 -1.00 -0.86 1.81
Si 0.4809 -3.0435 0.6803 0.72 1.83 -0.12
H -4.0684 2.6548 -1.7672 0.39 -0.19 -0.02
H -3.2495 1.2537 -2.5467 -0.30 0.17 0.25
H -4.1254 1.0648 -0.9924 0.32 0.19 -0.29
H -2.3719 2.5531 0.0962 0.13 -0.39 -0.28
H -1.4876 2.6694 -1.4222 -0.50 -0.48 0.29
H -1.9946 -0.2316 -0.7206 0.23 0.34 -0.17
H -0.4662 0.6303 -1.1128 -0.27 -0.23 0.23
H -0.9006 1.6562 1.3968 0.06 -0.40 -0.26
H -3.1587 -0.1193 1.2032 0.47 0.19 0.89
H -1.9474 -0.9921 2.2206 -0.61 0.31 0.02
H -2.4586 0.6406 2.7464 -0.30 -0.36 -0.28
H 0.2796 -1.1719 2.6742 -0.04 -0.24 0.22
H 2.4588 0.9750 0.8631 -0.26 -0.01 0.42
H 1.5403 1.8998 2.0463 0.13 -0.46 0.14
H 3.1444 -0.7026 2.6207 0.16 0.49 0.12
H 3.9170 0.8984 2.6971 -0.31 -0.15 0.36
H 3.3623 0.8775 4.9249 -0.60 -0.04 -0.09
H 2.4497 -0.6038 4.7679 -0.62 0.50 -0.11
H -0.9699 -2.9651 0.9077 -0.21 -0.24 -0.13
H 1.1039 -3.3105 1.9967 0.06 -0.32 -0.16
H 0.8699 -4.0387 -0.3217 0.00 -0.02 -0.18
N 6.5947 -0.9962 3.5703 0.18 0.28 0.19
C 7.0968 -1.1393 4.8007 -0.18 -0.11 -0.26
C 7.8367 -0.1647 5.4510 0.01 0.07 -0.03
C 8.0753 1.0289 4.7884 0.03 0.05 0.04
C 7.5667 1.1992 3.5107 0.05 0.05 0.08
C 6.8371 0.1632 2.9514 -0.17 -0.32 -0.04
H 6.8868 -2.0901 5.2778 0.03 0.01 0.06
H 8.2159 -0.3358 6.4496 -0.01 -0.03 -0.01
H 8.6498 1.8160 5.2616 0.00 -0.02 -0.01
H 7.7310 2.1153 2.9592 -0.02 -0.04 -0.05
H 6.4163 0.2533 1.9560 0.04 0.08 -0.02
N -5.3538 -0.4960 1.2391 -0.78 -0.03 -0.07
C -6.1133 -1.5301 0.8653 0.40 0.12 0.19
C -7.4924 -1.4708 0.7455 -0.09 0.12 0.05
C -8.1252 -0.2732 1.0336 -0.07 -0.05 -0.03
C -7.3589 0.8136 1.4262 -0.01 -0.02 -0.01
C -5.9867 0.6500 1.5108 0.28 -0.14 -0.04
H -5.5760 -2.4440 0.6538 -0.09 -0.04 -0.05
H -8.0550 -2.3409 0.4347 0.05 -0.02 -0.01
H -9.2021 -0.1864 0.9533 0.02 0.00 0.00
H -7.8159 1.7657 1.6604 0.03 0.00 0.00
H -5.3446 1.4724 1.8103 -0.03 0.05 0.00
N -5.8239 -2.8765 -1.9044 0.02 -0.28 -0.45
C -4.6461 -3.3335 -2.3424 -0.23 0.17 0.24
C -4.4649 -3.9541 -3.5679 0.01 0.08 -0.09
C -5.5695 -4.1152 -4.3890 -0.03 -0.01 -0.03
C -6.8022 -3.6509 -3.9562 0.06 -0.04 -0.03
C -6.8736 -3.0413 -2.7142 0.13 0.11 0.27
H -3.8123 -3.1873 -1.6638 0.06 -0.02 -0.05
H -3.4872 -4.3028 -3.8707 -0.02 -0.05 0.06
H -5.4708 -4.5965 -5.3547 0.01 0.01 0.01
H -7.6875 -3.7584 -4.5687 -0.01 0.02 0.03
H -7.8153 -2.6584 -2.3345 -0.04 -0.01 -0.06
N -2.4850 -6.5615 -4.0323 -0.01 -0.48 -0.15
C -1.4200 -7.0896 -4.6442 -0.14 0.29 0.15
C -1.3443 -8.4076 -5.0629 -0.05 -0.05 0.02
C -2.4331 -9.2323 -4.8328 -0.01 -0.09 -0.02
C -3.5484 -8.7092 -4.1986 0.05 -0.02 -0.03
C -3.5258 -7.3760 -3.8218 0.18 0.32 0.02
H -0.5915 -6.4078 -4.7997 0.04 -0.05 -0.04
H -0.4559 -8.7785 -5.5558 0.01 0.03 0.01
H -2.4132 -10.2695 -5.1438 0.00 0.02 0.00
H -4.4175 -9.3219 -4.0010 -0.01 0.03 0.01
H -4.3775 -6.9214 -3.3268 -0.03 -0.04 0.00
N 6.4138 4.3102 1.0942 0.20 0.29 0.05
C 6.7423 4.8235 2.2835 -0.15 -0.23 -0.17
C 7.4169 6.0224 2.4477 0.03 0.04 -0.06
C 7.7767 6.7327 1.3137 0.04 0.07 0.00
C 7.4483 6.2198 0.0688 0.01 0.04 0.08
C 6.7695 5.0130 0.0149 -0.15 -0.26 0.11
H 6.4417 4.2307 3.1407 0.01 0.06 0.06
H 7.6543 6.3899 3.4369 -0.02 -0.03 0.00
H 8.3060 7.6737 1.3987 -0.01 -0.02 0.00
H 7.7124 6.7442 -0.8395 -0.02 -0.03 -0.01
H 6.4886 4.5739 -0.9360 0.04 0.05 -0.04
N -0.1047 4.7931 -2.8857 0.30 0.17 0.15
C 0.8461 4.1355 -2.2160 -0.27 0.01 -0.17
C 1.9676 4.7414 -1.6726 0.03 0.05 0.00
C 2.1172 6.1092 -1.8346 0.06 0.04 0.03
C 1.1448 6.8126 -2.5276 0.06 -0.04 0.04
C 0.0598 6.1111 -3.0283 -0.18 -0.27 -0.05
H 0.6869 3.0672 -2.1176 0.08 -0.02 0.05
H 2.7042 4.1574 -1.1369 -0.02 -0.02 0.00
H 2.9802 6.6206 -1.4258 -0.01 -0.01 0.00
H 1.2258 7.8810 -2.6756 -0.03 -0.01 -0.01
H -0.7278 6.6188 -3.5740 0.03 0.07 0.00
```
Forces are in eV/Å.

Summary:
**Total charge**: 0
**E_LUMO**: 0.61 eV
**HOMO-LUMO gap**: 0.3440 Eh

Atom charges from the Mulliken analysis, given in e for atoms 1 to 6: C -1.242; C 0.139; C -0.584; C 0.301; C -0.807; Si -0.114